1.
Formula: C4H9NO2
Source: the OMol25 dataset
Level of theory: ωB97M-V/def2-TZVPD

Structure (XYZ):
```
16
C4H9NO2 | the OMol25 dataset | ωB97M-V/def2-TZVPD
C 0.4548 0.4220 -1.8804
N -0.4634 -0.1426 -0.9098
C 0.0503 -0.5872 0.2458
C -0.7032 -1.6455 0.9969
O 1.3916 -0.6623 0.4593
H 1.2304 -0.3049 -2.1408
H 0.9461 1.3188 -1.4812
H -0.0967 0.6895 -2.7834
H -1.7568 -1.3651 1.0671
H -0.6289 -2.6041 0.4786
H -0.2856 -1.7593 1.9996
H 1.7827 0.2161 0.2906
C -0.4291 1.4957 0.9262
O 0.6719 2.0673 0.9758
H -1.0772 1.5880 -0.0221
H -1.0867 1.2737 1.7778
```

Values from the calculation:
HOMO: -9.326 eV
Net charge: 0
Energy: -9876.57412 eV
E_LUMO: -0.00167 Eh
Energy above the lowest of the compared OMol25 structures with the same formula, charge and spin: 3.487 eV
Spin multiplicity: 1
SMILES string: C/N=C(/C)O.C=O

2.
Formula: C25H20IO19P
Source: the OMol25 dataset
Level of theory: ωB97M-V/def2-TZVPD

Structure (XYZ):
```
66
C25H20IO19P | the OMol25 dataset | ωB97M-V/def2-TZVPD
O -3.3632 3.7089 -1.8603
C -3.4702 2.9450 -2.7426
C -2.9583 1.4968 -2.6148
C -1.5326 1.4177 -3.1523
O -1.3830 1.2414 -4.5811
C 0.0040 1.1437 -4.6589
O 0.7281 1.7801 -5.2589
O 0.2945 0.1010 -3.7775
C -0.5436 0.3234 -2.6316
C 0.4346 0.8996 -1.5621
C -0.2539 1.4845 -0.3216
O -0.7614 0.8680 0.5147
I -0.2241 3.6462 -0.1354
P -1.1356 -1.4418 -2.2380
O -0.8623 -1.7623 -0.6315
O -2.7708 -1.5888 -2.5291
H -3.9398 3.2707 -3.6984
H -2.9559 1.2175 -1.5507
H -3.5974 0.8469 -3.2269
H -0.9655 2.3626 -2.9997
H 1.1766 0.1294 -1.3007
H 0.9990 1.7057 -2.0571
H -1.6761 -1.9491 -0.1376
H -3.2734 -1.1040 -1.8488
O 1.1430 2.2204 3.2527
C 2.3005 1.8564 3.3185
C 3.1688 2.1943 4.4439
C 4.4414 1.7857 4.4634
O 5.2639 2.0744 5.4774
C 5.0223 0.9786 3.3462
O 6.1932 0.6473 3.4061
C 4.1528 0.6192 2.2329
C 2.8773 1.0228 2.2110
O 2.0610 0.7008 1.2004
H 2.7390 2.7800 5.2442
H 6.1213 1.6671 5.2473
H 4.5812 0.0202 1.4411
H 1.1945 1.1026 1.4120
O -10.6616 2.0108 -1.0468
C -9.5971 1.5974 -1.4633
C -9.4391 0.2840 -2.0797
C -8.2376 -0.1215 -2.5042
O -8.0548 -1.3161 -3.0756
C -7.0227 0.7426 -2.3630
O -5.9484 0.3132 -2.7515
C -7.1819 2.0632 -1.7694
C -8.3851 2.4720 -1.3470
O -8.5717 3.6727 -0.8011
H -10.3227 -0.3314 -2.1742
H -7.1034 -1.3670 -3.2898
H -6.3006 2.6849 -1.6880
H -9.5228 3.7202 -0.5815
O 9.4801 -4.7482 2.0317
C 8.3026 -4.5303 2.2476
C 7.2535 -5.5145 1.9996
C 5.9734 -5.2111 2.2414
O 4.9853 -6.0854 2.0290
C 5.5709 -3.8671 2.7659
O 4.3893 -3.6378 2.9509
C 6.6206 -2.8922 3.0359
C 7.9018 -3.1955 2.7976
O 8.8913 -2.3308 3.0339
H 7.5562 -6.4799 1.6190
H 4.1632 -5.6211 2.2793
H 6.3182 -1.9316 3.4300
H 9.7129 -2.7924 2.7769
```

Values from the calculation:
HOMO: -8.871 eV
Net charge: 0
Energy: -82538.61325 eV
E_LUMO: -0.07132 Eh
Energy above the lowest of the compared OMol25 structures with the same formula, charge and spin: 1.188 eV
Spin multiplicity: 1
SMILES string: O=CC[C@@H]1OC(=O)O[C@]1(CC(=O)I)P(O)O.O=C1C=C(O)C(=O)C=C1O.O=C1C=C(O)C(=O)C=C1O.O=C1C=C(O)C(=O)C=C1O

3.
Formula: C32H33Cl6GePPt
Source: the OMol25 dataset
Level of theory: ωB97M-V/def2-TZVPD

Structure (XYZ):
```
74
C32H33Cl6GePPt | the OMol25 dataset | ωB97M-V/def2-TZVPD
Pt -0.1583 -1.0256 -0.8640
Cl 1.5595 2.0195 0.2178
C 2.3499 0.8316 -0.7436
C 1.6607 -0.2862 -1.1948
C 2.3430 -1.1699 -2.0256
Cl 1.4279 -2.5321 -2.6430
C 3.6713 -1.0103 -2.3839
Cl 4.4397 -2.1463 -3.3999
C 4.3578 0.1023 -1.8891
Cl 5.9987 0.3290 -2.2865
C 3.6926 1.0276 -1.0784
Cl 4.5327 2.3959 -0.4941
Cl -2.3195 -2.2699 -0.8890
C -2.9132 -1.4943 -2.3641
C -3.7443 -2.2018 -3.1989
C -4.2105 -1.5585 -4.3432
C -3.8403 -0.2530 -4.6215
C -2.9987 0.4365 -3.7588
C -2.5215 -0.1818 -2.6057
P -1.4849 0.6951 -1.4140
C -2.5295 1.2161 -0.0590
C -3.8836 0.8813 -0.0414
C -4.6729 1.2744 1.0291
C -4.1180 1.9984 2.0746
C -2.7707 2.3439 2.0531
C -1.9760 1.9552 0.9907
C -0.7318 2.0645 -2.2583
C 0.1742 1.8058 -3.2914
C 0.7471 2.8608 -3.9750
C 0.4189 4.1700 -3.6315
C -0.4938 4.4261 -2.6187
C -1.0732 3.3750 -1.9246
H -4.0247 -3.2219 -2.9758
H -4.8649 -2.0929 -5.0184
H -4.2045 0.2324 -5.5162
H -2.7087 1.4558 -3.9784
H -4.3301 0.3293 -0.8576
H -5.7237 1.0194 1.0416
H -4.7386 2.3056 2.9058
H -2.3466 2.9249 2.8614
H -0.9329 2.2420 0.9581
H 0.4280 0.7862 -3.5620
H 1.4464 2.6688 -4.7775
H 0.8750 4.9938 -4.1642
H -0.7560 5.4444 -2.3668
H -1.7896 3.5779 -1.1396
C 0.2390 -1.4500 6.3600
C 0.6668 -1.2920 4.9076
C 0.0877 -0.0386 4.2621
C 0.5897 0.2181 2.8322
Ge -0.0230 -1.2308 1.6943
C 0.9392 -2.9072 1.3390
C 2.3739 -2.8916 0.8149
C 3.2654 -1.8124 1.4137
C 4.7102 -1.9437 0.9497
H 0.6462 -2.3603 6.7970
H -0.8479 -1.4932 6.4469
H 0.5892 -0.6079 6.9581
H 0.3482 -2.1809 4.3441
H 1.7582 -1.2620 4.8386
H 0.3481 0.8340 4.8665
H -1.0063 -0.0958 4.2716
H 1.6743 0.3040 2.7951
H 0.1670 1.1407 2.4423
H -1.5227 -1.4961 1.9240
H 0.2999 -3.5752 0.7547
H 0.9063 -3.3167 2.3615
H 2.3731 -2.7840 -0.2758
H 2.8067 -3.8765 1.0102
H 3.2192 -1.8587 2.5064
H 2.8818 -0.8255 1.1243
H 5.1336 -2.9002 1.2583
H 5.3346 -1.1540 1.3653
H 4.7795 -1.8886 -0.1403
```

Values from the calculation:
HOMO: -14.267 eV
Net charge: +2
Energy: -177891.57935 eV
E_LUMO: -0.28048 Eh
Energy above the lowest of the compared OMol25 structures with the same formula, charge and spin: 0.000 eV
Spin multiplicity: 1

4.
Formula: C2CoF3NO5S2
Source: the OMol25 dataset
Level of theory: ωB97M-V/def2-TZVPD

Structure (XYZ):
```
14
C2CoF3NO5S2 | the OMol25 dataset | ωB97M-V/def2-TZVPD
O -1.2303 -3.7553 -0.0191
C -0.6221 -2.6636 0.1350
O 0.5104 -2.3721 0.4469
Co -3.0200 -2.9029 -0.2650
N -0.6684 0.9734 0.2271
S -1.3625 0.0093 -0.8345
O -0.4339 -0.3768 -1.9359
O -1.7110 -1.5929 0.0682
S 0.9486 0.7632 0.5775
O 1.1063 0.8782 2.0719
C 1.4998 2.4556 -0.0077
F 1.3427 2.5570 -1.3234
F 0.8445 3.4438 0.5839
F 2.7960 2.5832 0.2749
```

Values from the calculation:
HOMO (alpha / beta): -4.395 / -5.573 eV
Net charge: -1
Energy: -81250.44456 eV
E_LUMO (alpha / beta): 0.11397 / 0.06581 Eh
Spin multiplicity: 5

5.
Formula: C8H22FO7PS2
Source: the OMol25 dataset
Level of theory: ωB97M-V/def2-TZVPD

Structure (XYZ):
```
41
C8H22FO7PS2 | the OMol25 dataset | ωB97M-V/def2-TZVPD
O -2.3596 2.3183 0.9751
S -1.2336 1.6414 1.4465
O 0.1137 2.5303 0.8550
F -0.1442 2.6155 -0.5138
O -1.1826 2.0657 3.0805
P 0.2421 2.5413 3.7232
O 0.5964 3.9744 3.1498
O -0.1602 2.8090 5.2371
S 1.6754 1.3039 3.5919
H -0.2492 4.4258 2.9778
H -1.0783 3.1324 5.2287
C 2.2574 -2.2538 3.5684
C 0.7997 -2.6358 3.3877
O 0.4223 -2.8537 2.0401
C 1.1099 -3.8848 1.3577
C 0.9532 -5.2569 1.9912
H 2.4891 -1.3632 2.9861
H 2.4649 -2.0491 4.6189
H 2.9349 -3.0450 3.2437
H 0.1702 -1.8190 3.7417
H 0.5497 -3.5102 3.9998
H 2.1697 -3.6283 1.2484
H 0.6899 -3.9036 0.3521
H 1.3758 -5.2951 2.9958
H 1.4620 -6.0092 1.3884
H -0.1015 -5.5242 2.0653
C -1.4885 0.9219 -2.8945
C -0.4206 1.8343 -3.4761
O 0.1659 1.3408 -4.6659
C -0.7118 1.1325 -5.7553
C -1.4349 2.3871 -6.2157
H -1.0784 -0.0710 -2.7047
H -1.8652 1.3305 -1.9571
H -2.3374 0.8040 -3.5691
H 0.3960 1.9324 -2.7631
H -0.8179 2.8435 -3.6358
H -1.4290 0.3376 -5.5205
H -0.0891 0.7584 -6.5678
H -2.0875 2.7915 -5.4412
H -2.0515 2.1669 -7.0873
H -0.7176 3.1637 -6.4830
```

Values from the calculation:
HOMO: -9.579 eV
Net charge: 0
Energy: -56659.00157 eV
E_LUMO: -0.01530 Eh
Spin multiplicity: 1

6.
Formula: C20H41B2N5O6P2S2
Source: the OMol25 dataset
Level of theory: ωB97M-V/def2-TZVPD

Structure (XYZ):
```
78
C20H41B2N5O6P2S2 | the OMol25 dataset | ωB97M-V/def2-TZVPD
C -2.0129 0.8436 4.3126
P -0.8192 1.7012 3.0528
O -1.8706 1.9873 1.6492
C 0.6172 0.5504 2.5371
C 0.1668 -0.0191 1.0678
B 1.2675 -1.0597 0.3748
O 2.2052 -0.6490 -0.7057
O 1.2642 -2.4537 0.8587
O 0.6497 -0.4015 3.6980
B 1.5301 0.2756 4.7154
N 0.7940 0.6165 6.0138
P 2.9783 -0.8359 5.4018
N 4.1884 0.0648 6.0316
O 2.1577 1.4895 4.0786
C 2.1707 1.0513 2.6481
C 2.8371 2.0187 1.5171
C 1.9272 3.2824 1.0232
C 2.5414 4.6313 1.7548
S 1.8735 6.1813 0.9366
C 0.0244 5.8992 0.8245
S -0.6944 5.9301 -0.7393
N -0.7537 5.6943 2.1055
C -2.1879 5.2091 2.1270
C -2.7657 5.1414 3.6685
N -1.5474 5.5677 4.4630
C -0.3447 5.9057 3.5682
H -1.9224 -0.3259 4.2629
H -3.1268 1.1009 3.9884
H -1.8737 1.2929 5.3924
H -2.8147 2.0991 2.0246
H -0.8773 -0.5642 1.1692
H 0.0555 0.8720 0.2882
H 2.0726 0.3186 -0.9542
H 0.4595 -2.9576 0.5164
H 0.3711 1.5785 5.9641
H 0.0040 -0.0504 6.1800
H 3.5427 -1.5500 4.2672
H 2.4232 -1.7665 6.3846
H 3.9447 1.0790 5.9651
H 2.8592 0.0756 2.6608
H 3.8244 2.4791 2.0032
H 3.2293 1.3544 0.6135
H 2.1296 3.4150 -0.1421
H 0.7713 3.1536 1.1376
H 2.2863 4.5467 2.8945
H 3.7134 4.6103 1.5312
H -2.8265 4.9407 1.1797
H -3.8503 4.8372 4.0023
H 0.7183 6.2940 3.9309
C -2.6655 -4.6497 -5.2141
C -2.4006 -3.2723 -4.5426
C -2.0390 -2.2005 -5.6092
C -0.6264 -2.3344 -6.1552
C 0.3882 -2.3305 -5.0160
C 0.0887 -3.4201 -3.9502
N -1.3445 -3.4120 -3.4824
O -1.4889 -2.3222 -2.6036
C 0.4675 -4.8054 -4.5443
C 1.1023 -3.2523 -2.7704
C -3.8102 -2.8870 -3.9733
H -2.9057 -4.5407 -6.2798
H -1.8425 -5.3565 -5.1485
H -3.5072 -5.1769 -4.7455
H -2.1466 -1.1957 -5.1778
H -2.7511 -2.2403 -6.4456
H -0.5371 -3.2411 -6.7595
H -0.4148 -1.4924 -6.8296
H 1.3929 -2.4733 -5.4326
H 0.3887 -1.3374 -4.5473
H 0.1294 -5.6202 -3.8937
H 1.5551 -4.9105 -4.6473
H 0.0715 -4.9676 -5.5490
H 1.0687 -2.2543 -2.3205
H 2.1355 -3.3946 -3.1110
H 0.9136 -3.9918 -1.9823
H -4.1169 -3.5721 -3.1745
H -4.5719 -2.9380 -4.7616
H -3.8435 -1.8660 -3.5767
```

Values from the calculation:
HOMO: -6.626 eV
Net charge: 0
Energy: -82728.25916 eV
E_LUMO: -0.18530 Eh
Spin multiplicity: 1

Q: The highest spin multiplicity belongs to which entry?
A: C2CoF3NO5S2